40
Properties=species:S:1:pos:R:3:mulliken_charge:R:1 method="wB97M-V/def2-TZVPD" smiles="COCCn1cc2c(n1)CCc1c-2sc(NC(N)=O)c1C(N)=O" orbital_gap_ha=0.295 homo_energy_ev=-7.6 spin_multiplicity=1 relative_energy_ev=0.000
O 2.07 4.57 1.48 -0.729
O 1.62 3.08 5.46 -0.665
N 0.34 -2.23 -2.17 -1.125
O -3.22 -3.30 -1.64 -0.379
S 0.39 0.26 2.38 -0.297
C 1.64 3.75 0.69 0.878
C 0.97 2.44 4.67 0.523
C 0.75 -1.11 -1.60 0.190
C 0.62 0.09 0.64 0.015
C 1.24 2.39 1.00 -0.148
C 0.43 -1.09 -0.19 0.906
C 0.97 1.93 2.27 0.106
C -0.21 -2.29 0.06 -0.716
C 1.05 1.27 0.05 0.059
N 1.45 4.29 -0.55 -0.418
N 0.05 1.56 5.10 -0.373
N 1.10 2.80 3.36 -0.114
N -0.31 -2.90 -1.19 0.901
C -3.40 -1.96 -2.18 -0.533
C -2.20 -4.16 -2.29 -0.534
C 1.62 0.01 -2.10 -0.897
C 1.31 1.36 -1.46 -1.058
C -0.97 -4.22 -1.37 -0.731
H -0.67 -2.56 0.99 0.414
H 1.49 5.28 -0.50 0.255
H 0.84 3.85 -1.22 0.172
H -0.71 1.37 4.47 0.190
H -0.10 1.56 6.11 0.253
H 1.62 3.69 3.18 0.274
H -4.04 -1.99 -3.07 0.282
H -3.92 -1.40 -1.40 0.225
H -2.43 -1.50 -2.46 0.190
H -2.56 -5.18 -2.41 0.387
H -1.98 -3.78 -3.29 0.353
H 1.48 0.13 -3.21 0.264
H 2.66 -0.30 -1.89 0.347
H 0.40 1.79 -1.91 0.412
H 2.15 2.03 -1.65 0.487
H -1.31 -4.63 -0.39 0.283
H -0.23 -4.92 -1.77 0.352